1.
C10H21AuClINO3P as an isolated structure in a non-equilibrium geometry, computed with wB97M-V/def2-TZVPD.

* relative energy (zero: lowest compared OMol25 entry of this formula, charge and spin): 77.31 kcal/mol
* multiplicity: 3
* net charge: +2
* HOMO-LUMO gap (alpha / beta): 4.54 / 3.55 eV
* LUMO energy (alpha / beta): -9.623 / -10.589 eV

Geometry as XYZ:
```
39
Properties=species:S:1:pos:R:3:forces:R:3
C 2.965076 2.579225 -3.319405 0.7 0.3 -0.1
C 2.147842 2.326357 -2.113749 0.2 1.8 0.8
H 3.605205 3.459333 -3.101033 -0.4 -0.4 0.1
H 2.344577 2.803355 -4.197392 -0.2 -0.2 0.4
H 3.608371 1.731265 -3.558450 -0.2 -0.2 0.1
O 1.846079 2.888711 -1.127614 2.3 2.5 -1.0
I 0.514465 0.027435 -4.034116 -0.1 0.2 1.5
Au 0.746813 0.958038 -1.452281 -2.8 -4.7 -5.1
P -1.861612 1.549235 -1.065321 -3.2 1.0 -0.6
C -2.304365 2.622706 0.341501 1.0 -0.3 0.5
C -2.118059 2.636636 -2.525020 1.1 -0.4 -0.1
H -3.128812 -0.332984 -1.915597 -0.3 0.3 0.3
H -4.241799 0.980167 -1.309742 0.6 0.0 0.1
H -3.362856 -0.116301 -0.151224 -0.1 0.2 -0.5
C -3.311969 0.407856 -1.121607 0.8 -0.7 0.0
H -1.922141 2.029230 -3.424286 -0.3 0.4 0.2
H -3.138051 3.058895 -2.511908 0.4 -0.3 0.1
H -3.182741 3.235659 0.087056 0.3 -0.3 -0.1
H -1.451966 3.265711 0.593811 -0.3 0.1 0.1
H -1.354972 3.427549 -2.468684 -0.4 0.0 -0.2
H -2.530127 1.975147 1.202563 0.0 0.3 -0.2
C 0.758648 1.205270 0.418346 2.3 3.2 9.6
O 1.032255 1.753926 1.425477 -1.8 -3.0 -5.3
Cl -0.767720 -1.496134 -1.595077 0.4 0.0 -0.5
C 1.039195 -4.069590 3.294519 -0.8 -0.4 -0.1
N 1.434740 -2.860061 2.576219 -0.5 0.6 -0.4
C 2.787911 -2.413016 2.767072 0.7 0.3 0.0
C 0.641673 -2.046165 1.801763 -0.8 -5.1 2.6
C -0.779165 -2.547047 1.615505 0.0 0.5 -0.2
O 1.098542 -1.053036 1.335734 1.0 3.8 -2.0
H 1.942103 -4.551476 3.699004 -0.5 0.2 -0.2
H 0.543732 -4.775923 2.601952 0.3 0.2 0.5
H 0.342993 -3.855357 4.131985 0.4 -0.1 -0.4
H 3.299056 -2.328658 1.813124 0.1 0.0 -0.2
H 2.824376 -1.432845 3.233572 0.0 0.1 0.1
H 3.333719 -3.113743 3.387517 0.0 0.0 0.0
H -1.413067 -2.095966 2.387837 0.0 -0.2 -0.1
H -1.108336 -2.199327 0.633939 -0.2 0.0 0.2
H -0.879616 -3.634078 1.644009 0.1 0.3 0.1
```
Positions in Å, forces in eV/Å.

=====

2.
One molecule with the formula C10H21BN2O3 in a non-equilibrium geometry, computed with wB97M-V/def2-TZVPD.

* relative energy (zero: lowest compared OMol25 entry of this formula, charge and spin): 5.08 kcal/mol
* structure (SMILES): CCCC[C@H](N)C(=O)N1CCC[C@@H]1B(O)O
* HOMO-LUMO gap: 9.05 eV
* LUMO energy: 0.014 eV

Geometry as XYZ:
```
37
Properties=species:S:1:pos:R:3:forces:R:3
O -1.570450 -0.701066 -1.951915 -0.5 -2.0 -0.2
O 2.563621 1.430699 0.893338 0.5 -0.3 0.5
O 2.760574 -0.896126 1.475736 -0.2 0.1 -0.1
B 2.384474 0.096217 0.577197 0.5 -0.3 0.9
C -0.615655 -0.217772 -1.391792 1.2 -0.1 0.9
N -1.253804 1.809811 -2.395857 -0.3 0.3 0.5
N 0.499311 -0.889189 -0.926874 -0.6 -0.3 -0.6
C -3.278175 0.464358 2.418931 -0.5 -0.5 0.5
C 0.541194 -2.360186 -1.097717 0.4 0.7 -0.5
C -1.996687 1.244387 2.523940 0.5 0.4 0.6
C -1.056593 0.941153 1.376309 0.8 0.7 -0.1
C 2.035910 -2.672313 -1.353916 -0.3 -0.1 0.4
C -1.612174 1.479191 0.065130 -0.5 0.2 -0.2
C 2.743364 -1.319946 -1.606739 -0.5 -0.5 -0.2
C -0.735960 1.238971 -1.140164 1.9 1.5 -0.4
C 1.874355 -0.302757 -0.884444 -0.6 1.6 0.3
H 3.091474 1.549889 1.717551 -0.7 0.0 -0.9
H 3.026294 -0.652830 2.379847 -0.2 0.0 -0.7
H -0.667053 1.428228 -3.141194 -0.3 0.3 0.1
H -2.153538 1.336255 -2.505410 0.2 0.3 -0.3
H -3.077117 -0.593898 2.218306 0.0 0.1 0.0
H -3.923043 0.828993 1.617308 0.0 0.0 0.1
H -3.815512 0.509142 3.374922 -0.1 0.0 -0.3
H -0.050034 -2.637180 -1.980033 -0.1 0.1 0.4
H 0.114627 -2.830726 -0.203402 0.2 -0.1 -0.3
H -1.497215 1.062815 3.503202 -0.3 -0.1 -0.6
H -2.220847 2.323027 2.509298 0.1 -0.2 0.1
H -0.853008 -0.122179 1.294948 -0.1 -0.3 0.1
H -0.077020 1.423921 1.579229 -0.4 -0.2 -0.2
H 2.118552 -3.375305 -2.182569 0.2 0.1 0.0
H 2.446086 -3.148411 -0.475248 0.3 -0.1 0.2
H -1.797667 2.555479 0.175973 0.0 -0.1 -0.2
H -2.564583 0.997716 -0.171665 -0.2 0.1 0.2
H 3.775174 -1.303081 -1.264386 0.1 -0.1 0.0
H 2.733415 -1.099784 -2.670263 0.1 0.0 -0.2
H 0.250188 1.718565 -0.935743 -0.6 -0.3 -0.1
H 1.857522 0.683931 -1.421833 0.0 -1.0 0.2
```
Positions in Å, forces in eV/Å.

=====

3.
C10H21CeCl2NO3P as an isolated structure in a non-equilibrium geometry, computed with wB97M-V/def2-TZVPD.

* multiplicity: 2
* net charge: +2
* HOMO-LUMO gap (alpha / beta): 5.19 / 7.49 eV
* LUMO energy (alpha / beta): -9.460 / -8.938 eV

Geometry as XYZ:
```
39
Properties=species:S:1:pos:R:3:forces:R:3
C 0.560166 -3.131043 -1.492761 0.6 -0.1 -0.8
C 0.231623 -1.806449 -0.958688 -2.7 0.3 2.8
H -0.363949 -3.659255 -1.742583 0.0 0.1 0.1
H 1.134007 -3.686121 -0.742442 -0.2 0.1 0.0
H 1.184412 -3.007896 -2.378620 -0.1 -0.3 0.1
O -0.569033 -1.578375 -0.022417 2.0 0.2 -1.6
Cl 2.389871 -0.920027 -0.603377 -0.2 0.9 0.8
Ce 0.490357 0.631634 0.630326 1.1 -1.2 -0.8
P -0.017266 0.569262 -2.339678 0.5 1.6 -1.5
C -1.509343 1.253196 -3.134099 -0.5 -0.2 0.3
C 1.097743 2.005076 -2.657556 0.2 -0.1 0.5
H 1.560224 -0.902188 -3.474856 -0.2 0.1 -0.1
H 0.567142 0.056790 -4.613931 -0.1 -0.1 0.3
H -0.133414 -1.375619 -3.796361 0.2 0.2 -0.1
C 0.551841 -0.526603 -3.682647 0.1 -0.6 0.2
H 2.067754 1.836443 -2.173858 -0.1 0.2 -0.2
H 1.241948 2.089665 -3.743531 0.0 0.0 0.3
H -1.289426 1.460116 -4.190399 0.0 -0.1 0.3
H -1.828601 2.179807 -2.644753 0.0 -0.2 -0.1
H 0.657716 2.931866 -2.268299 0.1 -0.2 -0.1
H -2.312353 0.513416 -3.066747 -0.1 0.2 -0.2
C -1.974244 0.965299 -0.055764 -5.4 0.4 -0.6
O -3.113103 1.031931 -0.253938 4.8 -0.3 0.7
Cl 0.731394 3.158924 0.884670 -0.2 -1.2 -0.1
C -0.777811 -0.366419 6.112562 -0.4 0.2 0.6
N -0.239510 -0.721704 4.807109 -0.3 1.1 -1.8
C 0.648345 -1.873392 4.697720 0.3 -0.5 0.4
C -0.483146 0.003325 3.725483 0.2 -0.6 1.2
C -1.489656 1.114647 3.704757 -0.2 0.3 0.1
O 0.155147 -0.288442 2.639999 -0.2 0.5 -0.8
H -0.365055 -1.095103 6.811973 -0.3 0.3 0.1
H -1.878478 -0.418169 6.128460 0.4 -0.1 0.0
H -0.461352 0.650437 6.400416 -0.1 -0.5 -0.1
H 0.220682 -2.634876 4.038547 0.1 0.2 0.1
H 1.637108 -1.578080 4.338588 -0.2 0.0 0.0
H 0.736905 -2.285891 5.705105 0.2 -0.1 -0.3
H -1.080514 2.024695 3.223257 -0.1 -0.5 0.2
H -2.375616 0.783176 3.130841 0.4 0.1 0.2
H -1.833415 1.391750 4.708992 0.1 -0.1 -0.4
```
Positions in Å, forces in eV/Å.

=====

4.
C10H21Cl20HgO as an isolated structure in a non-equilibrium geometry, computed with wB97M-V/def2-TZVPD.

* net charge: -1
* HOMO-LUMO gap: 7.10 eV
* LUMO energy: 1.350 eV

Geometry as XYZ:
```
53
Properties=species:S:1:pos:R:3:forces:R:3
Hg 2.153534 -0.036438 1.568772 0.3 -2.1 1.1
C 1.638146 -1.021295 4.719596 -0.1 1.0 -0.9
O 2.624562 -0.510482 3.815590 -0.7 0.1 -0.3
H 0.647686 -0.953369 4.269636 -0.3 -0.6 -0.1
H 1.840377 -2.012551 5.125306 0.2 -0.5 -0.7
H 1.484165 -0.456325 5.638938 0.5 0.8 0.2
Cl -0.120999 -0.205728 0.299347 0.8 0.5 0.2
Cl 4.040653 -1.701471 0.667262 -0.9 1.1 0.3
C 1.995495 5.362876 0.615009 -0.3 -0.5 -0.6
Cl 1.392470 3.717767 0.294386 0.5 -0.2 -0.3
Cl 3.198545 5.842622 -0.604314 0.0 0.0 0.2
H 1.102684 5.969185 0.462136 0.4 0.3 0.5
H 2.471296 5.372617 1.595631 -0.3 0.2 -0.2
C -1.530226 3.026975 -1.980897 -0.4 -0.5 -0.8
Cl -2.866220 3.434228 -0.928816 -0.6 -0.6 0.6
Cl -0.776718 4.534597 -2.381774 1.1 0.7 -0.4
H -0.863712 2.271225 -1.565321 0.1 0.4 0.4
H -1.921924 2.636486 -2.920140 -0.2 -0.1 0.2
C 2.807631 -2.886500 -2.988140 0.9 -0.2 -1.1
Cl 4.418338 -3.327954 -2.346844 -0.6 0.1 0.1
Cl 1.578365 -4.153687 -2.816598 0.1 0.3 0.2
H 2.488008 -1.908952 -2.627112 0.0 -0.4 0.4
H 2.982277 -2.858711 -4.063706 -0.2 0.3 0.2
C 4.507433 2.265473 -1.632785 -0.2 -0.6 0.0
Cl 4.324001 0.576492 -2.138207 0.1 -0.1 0.3
Cl 4.760495 3.236355 -3.121743 -0.1 0.2 0.9
H 3.611840 2.511975 -1.062479 -0.1 0.4 -0.7
H 5.330632 2.336727 -0.921887 0.3 0.1 -0.6
C -5.691822 -0.646554 -0.376393 0.6 -1.4 0.4
Cl -4.279389 -0.988025 -1.433379 -0.4 -0.1 0.4
Cl -6.550707 0.662696 -1.022060 -1.1 1.8 -0.4
H -6.399909 -1.474827 -0.350606 0.5 -0.3 -0.2
H -5.373648 -0.476355 0.652153 0.2 0.2 -0.3
C -1.048503 -1.635628 -3.407805 0.9 0.6 -0.4
Cl -1.787914 -3.128048 -2.968880 -0.9 -0.5 0.6
Cl -2.052887 -0.714350 -4.622441 0.9 -0.5 0.6
H -0.799043 -0.973161 -2.578941 -0.7 -0.1 0.2
H -0.075085 -1.979009 -3.757989 -0.2 0.6 -0.9
C 0.562796 -4.479194 0.532630 -0.5 -0.6 -0.3
Cl 1.768675 -5.770402 0.270772 0.0 0.0 0.4
Cl 0.935083 -3.366385 1.834483 0.3 0.1 0.0
H 0.486603 -4.038129 -0.461224 -0.1 0.6 0.5
H -0.379718 -4.930494 0.842621 0.2 -0.2 -0.4
C -2.979368 -1.944765 1.652667 0.5 0.3 -0.2
Cl -4.228812 -1.603555 2.856911 -0.4 -0.1 0.0
Cl -3.253079 -3.418088 0.699821 0.0 -0.1 0.5
H -2.961432 -1.129000 0.929959 0.1 -0.1 0.3
H -2.047238 -2.002311 2.214739 0.0 -0.2 -0.4
C -1.537423 2.636027 2.576815 -0.3 0.0 0.5
Cl -0.071174 3.491897 3.047412 0.2 0.1 0.3
Cl -1.662779 1.102657 3.493440 -0.1 0.3 -0.4
H -2.346699 3.289733 2.902154 -0.1 -0.3 -0.3
H -1.545361 2.453130 1.502295 0.1 -0.2 0.2
```
Positions in Å, forces in eV/Å.

=====

5.
C10H21F3IO5P2ReS as an isolated structure in a non-equilibrium geometry, computed with wB97M-V/def2-TZVPD.

* relative energy (zero: lowest compared OMol25 entry of this formula, charge and spin): 17.37 kcal/mol
* multiplicity: 4
* net charge: +3
* HOMO-LUMO gap (alpha / beta): 5.74 / 4.64 eV
* LUMO energy (alpha / beta): -13.432 / -14.399 eV

Geometry as XYZ:
```
44
Properties=species:S:1:pos:R:3:forces:R:3
C 0.834997 3.470855 -0.577181 -1.4 1.1 0.0
C 0.244310 2.067010 -0.723746 1.5 1.9 -3.9
H 0.170814 4.193816 -1.068631 -0.1 -0.1 0.1
H 1.800772 3.511648 -1.115365 -0.6 -0.4 0.2
H 0.978355 3.749398 0.466817 0.1 -0.1 -0.3
O -0.337292 1.729390 -1.749881 0.7 -0.5 4.8
I 2.578926 1.449844 0.487326 -1.0 -1.6 0.6
Re -0.573918 0.033123 0.241442 2.7 -1.3 -5.5
P -1.225818 1.309260 1.948699 -2.1 3.4 5.3
C -2.910711 0.897771 2.561757 -0.2 -0.7 -0.5
C -0.267190 1.207391 3.518355 0.6 -0.6 -0.4
H -0.728037 1.851982 4.277943 -0.1 -0.1 -0.4
H -2.002021 3.484690 2.714455 0.1 -0.3 -0.2
H 0.766612 1.522836 3.337526 -0.2 0.0 0.1
H -0.465318 3.654752 1.830544 -0.2 -0.1 0.1
H -2.979660 -0.183358 2.727886 -0.1 0.2 0.1
H -0.265136 0.170709 3.875678 0.0 0.2 0.0
C -1.431414 3.141979 1.841428 0.3 0.0 -0.9
H -3.103940 1.422021 3.506273 0.2 -0.1 -0.3
H -1.986254 3.408377 0.935401 0.0 0.1 0.1
H -3.660937 1.188811 1.816958 0.1 0.0 0.2
P 1.546099 -1.044469 -2.332960 1.0 -0.2 -1.1
C 0.848122 -2.197301 -3.492008 0.1 0.1 -0.1
C 2.046283 0.469220 -3.153607 -0.1 0.0 0.1
H 3.301807 -1.002762 -0.733619 0.0 -0.5 -0.4
H 3.716351 -1.945856 -2.232325 -0.1 0.0 0.4
H 2.602588 -2.656551 -0.977624 0.5 0.3 -0.2
C 2.940007 -1.735901 -1.476589 0.0 0.0 0.1
H 2.756755 1.005675 -2.508536 -0.2 -0.1 -0.3
H 2.532663 0.195005 -4.101666 -0.1 0.2 0.2
H 1.544761 -2.286548 -4.339663 -0.3 -0.3 0.2
H -0.115930 -1.799340 -3.838691 0.3 -0.1 0.0
H 1.158560 1.090032 -3.335073 0.4 -0.2 -0.3
H 0.697806 -3.158506 -2.977774 0.1 0.2 -0.4
C -2.406180 -0.152098 -0.343932 -6.2 -0.6 -1.6
O -3.523443 -0.228256 -0.721228 5.6 0.4 1.7
F -1.264187 -5.607517 0.792113 0.4 2.6 0.4
C -1.143281 -4.400127 1.388987 -1.4 -3.7 2.7
F -2.322739 -4.047039 1.941003 1.9 0.1 -1.3
F -0.204485 -4.465520 2.346011 -1.1 0.8 -2.0
S -0.669164 -3.063914 0.017019 1.8 0.2 1.8
O 0.616705 -3.600126 -0.464007 -1.4 0.4 0.2
O -0.483421 -1.863701 1.029687 -0.4 -0.8 -1.2
O 0.387182 -0.786704 -1.339204 -1.2 0.3 1.9
```
Positions in Å, forces in eV/Å.

=====

6.
C10H21FeNO6P as an isolated structure, computed with wB97M-V/def2-TZVPD.

* relative energy (zero: lowest compared OMol25 entry of this formula, charge and spin): 28.01 kcal/mol
* multiplicity: 6
* HOMO-LUMO gap (alpha / beta): 8.94 / 7.64 eV
* LUMO energy (alpha / beta): 0.283 / -1.028 eV

Geometry as XYZ:
```
40
Properties=species:S:1:pos:R:3:forces:R:3
Fe -0.244014 0.307903 -0.786940 0.0 0.1 -0.2
O -1.515006 0.425912 0.846251 -0.3 0.1 0.2
C -1.796634 1.744938 1.358132 0.1 -0.2 0.0
C -2.271856 2.530198 0.161076 -0.1 0.1 0.1
N -1.253347 2.511930 -0.886180 0.1 -0.2 0.0
C -1.780796 2.623434 -2.247154 -0.1 0.2 -0.1
C -1.311144 1.496054 -3.174190 0.1 0.0 0.1
O -1.386428 1.612535 -4.369452 -0.1 0.1 0.0
O -0.881822 0.428337 -2.547244 0.1 -0.3 0.0
C -0.124722 3.401782 -0.602752 0.0 0.2 0.1
C 1.081372 2.715506 0.047598 -0.1 0.0 -0.1
O 1.901322 3.361248 0.649478 0.0 0.0 0.0
O 1.136300 1.419749 -0.140101 0.1 -0.2 0.1
H -1.185562 -0.162259 1.545674 0.0 -0.1 -0.1
H -0.886352 2.162235 1.795164 0.0 0.0 0.0
H -2.566760 1.677756 2.125840 0.0 0.0 0.0
H -2.544671 3.547047 0.469934 0.1 0.0 -0.1
H -3.168228 2.042314 -0.222626 0.0 0.0 0.0
H -1.520372 3.577239 -2.707070 0.0 0.0 0.0
H -2.871074 2.575401 -2.231486 0.0 0.0 0.0
H -0.421199 4.236870 0.038588 0.0 0.0 0.0
H 0.235495 3.835739 -1.536324 0.0 0.0 0.0
C 1.742801 -3.137976 -1.135743 0.2 -0.1 0.0
P 1.091576 -2.431774 0.496586 -0.2 0.2 -0.5
C 0.496384 -4.093836 1.008108 0.1 -0.1 0.1
C 2.788196 -1.983497 1.025531 0.1 0.0 0.1
O 0.155076 -1.427946 -0.411972 0.1 0.1 0.2
H 2.452667 -3.952180 -0.950106 0.0 0.0 0.0
H 2.254532 -2.373120 -1.721212 0.0 0.0 0.0
H 0.928900 -3.529048 -1.746178 0.0 0.0 0.0
H 1.356077 -4.747950 1.166603 0.0 0.0 0.0
H -0.076206 -4.512780 0.181946 -0.1 0.0 0.0
H -0.108802 -4.082019 1.911527 0.0 0.0 0.0
H 3.398412 -2.886345 1.086490 0.0 0.0 0.0
H 2.827616 -1.451840 1.972912 0.0 0.0 0.0
H 3.216164 -1.359153 0.241642 0.0 0.1 0.0
C 0.325361 -1.630690 2.071570 -0.1 0.0 0.2
H -0.749319 -1.851606 2.136122 0.0 0.0 -0.1
H 0.775229 -2.071050 2.967562 0.0 0.1 0.0
H 0.500838 -0.549076 2.112404 0.2 0.0 0.0
```
Positions in Å, forces in eV/Å.